No. 1
196
Properties=species:S:1:pos:R:3 method="wB97M-V/def2-TZVPD" multiplicity=1 homo_energy_ev=-7.69 largest_force_ev_per_a=9.342 relative_energy_kcal_mol=218.8 gap_ev=7.74 smiles="CC1(C)CCCC(C)(C)N1O.CC1(C)CCCC(C)(C)N1O.CC1(C)CCCC(C)(C)N1O.CC1(C)CCCC(C)(C)N1O.CC1(C)CCCC(C)(C)N1O.CC1(C)CCCC(C)(C)N1O.NC(N)=O.NC(N)=O" e_tot_ha=-3355.88212
C -4.85595 1.59083 5.72916
C -3.67407 1.18738 4.83251
C -3.21115 -0.22748 5.24055
C -4.10056 1.06176 3.30576
C -4.14559 2.27052 2.53726
C -2.91807 3.17302 2.64808
C -2.40117 3.34069 4.13305
C -0.85494 3.76297 4.16658
C -3.21827 4.51929 4.82239
N -2.48419 2.07645 4.82598
O -2.03867 2.17584 6.10678
H -5.66416 0.87180 5.59540
H -4.61275 1.62013 6.79128
H -5.34432 2.52136 5.43983
H -3.10011 -0.17079 6.32340
H -3.79645 -1.12923 5.06066
H -2.26938 -0.45169 4.73966
H -3.28032 0.56737 2.78528
H -4.97621 0.42055 3.20487
H -4.50190 2.01619 1.53903
H -5.01291 2.85594 2.84245
H -3.10633 4.14356 2.18906
H -2.13930 2.64899 2.09399
H -0.56801 4.62585 3.56556
H -0.33348 2.96738 3.63440
H -0.26412 3.93968 5.06536
H -3.21345 5.35748 4.12559
H -2.70030 4.71004 5.76230
H -4.28245 4.40142 5.02665
H -1.25619 1.62648 6.01998
C 8.83594 -1.90827 3.79483
C 7.77028 -0.75274 3.95893
C 7.73976 -0.34605 5.46083
C 8.25072 0.37938 2.99119
C 7.31018 1.65490 3.09604
C 5.95361 1.17768 2.54013
C 5.41385 -0.05849 3.14059
C 4.76763 0.54801 4.44526
C 4.31829 -0.63624 2.26189
N 6.43848 -1.10618 3.46437
O 5.92508 -2.30926 3.97847
H 9.71677 -1.74790 4.41655
H 8.40886 -2.89921 3.94887
H 9.13833 -1.90397 2.74763
H 8.63546 -0.64298 6.00640
H 7.42996 0.64619 5.78882
H 7.01601 -0.98232 5.97019
H 9.33492 0.45163 3.07713
H 8.11731 0.06572 1.95585
H 7.39759 2.10270 4.08596
H 7.68666 2.40522 2.40077
H 6.06902 0.91852 1.48770
H 5.22153 1.98307 2.59916
H 3.75340 0.94614 4.41495
H 5.38587 1.38838 4.76095
H 4.64612 -0.16824 5.25786
H 3.76133 -1.21226 3.00088
H 4.72095 -1.40127 1.59805
H 3.77727 0.05463 1.61529
H 6.13473 -2.95079 3.29576
C 1.91918 5.79359 -0.43892
C 2.33493 4.39835 0.00955
C 2.00691 4.30154 1.57102
C 1.43532 3.32645 -0.61761
C 2.02257 2.95451 -1.97891
C 3.48405 2.58819 -1.97067
C 4.32576 3.65882 -1.42327
C 5.67042 3.04148 -1.33833
C 4.42797 4.86524 -2.35638
N 3.80296 3.94167 -0.00280
O 4.63161 4.91503 0.74117
H 1.30004 6.26175 0.32632
H 2.78637 6.45344 -0.46527
H 1.40345 5.89467 -1.39386
H 0.93044 4.43147 1.68253
H 2.23332 3.32548 2.00012
H 2.50430 5.05348 2.18364
H 1.13063 2.54084 0.07382
H 0.46176 3.66978 -0.96747
H 1.42616 2.09735 -2.29144
H 1.87006 3.83571 -2.60204
H 3.88133 2.21295 -2.91378
H 3.51328 1.67522 -1.37591
H 5.68976 2.14989 -0.71159
H 6.41729 3.79084 -1.07616
H 6.09616 2.61408 -2.24618
H 5.05316 5.72212 -2.10542
H 3.47878 5.29748 -2.67311
H 4.92621 4.48143 -3.24664
H 4.40500 5.72976 0.28678
C -8.01759 0.32443 -1.01748
C -8.45275 1.80050 -1.35335
C -7.14004 2.62121 -1.40949
C -9.11123 1.89059 -2.78824
C -10.62527 1.48604 -2.68148
C -11.27356 2.56229 -1.83374
C -10.79269 2.45601 -0.40016
C -11.20919 3.77029 0.24312
C -11.51007 1.21306 0.30473
N -9.34275 2.39803 -0.34169
O -8.86844 2.38560 0.97692
H -8.88217 -0.32946 -0.90322
H -7.40283 -0.18413 -1.76013
H -7.43428 0.27353 -0.09810
H -6.68912 2.77577 -2.38972
H -7.50870 3.64380 -1.32889
H -6.35675 2.53894 -0.65597
H -9.08116 2.88534 -3.23281
H -8.67539 1.23001 -3.53775
H -11.14747 1.49956 -3.63815
H -10.90978 0.50652 -2.29716
H -12.32765 2.29268 -1.89926
H -11.06573 3.55119 -2.24235
H -12.02898 4.17075 -0.35324
H -10.49431 4.57697 0.40536
H -11.59190 3.70452 1.26161
H -12.57050 1.45439 0.37768
H -11.23905 1.08502 1.35270
H -11.37106 0.34048 -0.33353
H -8.56014 3.27634 1.15889
C 2.80061 -1.87161 -4.34709
C 3.21444 -2.63775 -5.67645
C 1.92138 -2.43009 -6.45604
C 4.34428 -1.83324 -6.20718
C 5.19304 -2.38622 -7.31552
C 5.73835 -3.74875 -6.89491
C 4.55715 -4.76100 -6.41183
C 3.88166 -5.26952 -7.68089
C 5.22830 -6.06726 -5.72877
N 3.58030 -4.04683 -5.44649
O 2.41267 -4.80342 -5.22710
H 3.40366 -2.40993 -3.61590
H 3.11618 -0.83162 -4.26379
H 1.75922 -2.06192 -4.08745
H 2.05868 -2.89828 -7.43074
H 1.00782 -2.91084 -6.10621
H 1.63163 -1.38713 -6.58409
H 4.00203 -0.89370 -6.64102
H 5.03508 -1.58480 -5.40145
H 4.55452 -2.52027 -8.18869
H 6.05632 -1.84790 -7.70673
H 6.32142 -3.56713 -5.99206
H 6.48736 -4.11529 -7.59687
H 3.18881 -6.10964 -7.63356
H 4.63250 -5.58416 -8.40570
H 3.29288 -4.52410 -8.21549
H 5.84845 -6.62229 -6.43267
H 4.41719 -6.74718 -5.46820
H 5.84584 -5.74551 -4.89019
H 2.52800 -5.09592 -4.32005
C -0.06385 -2.81098 0.86755
C -0.38420 -1.33549 0.47489
C 0.27138 -0.51279 1.58571
C 0.42271 -0.90617 -0.86289
C -0.41736 -1.15712 -2.12401
C -1.89550 -0.85801 -2.06130
C -2.64749 -1.48972 -0.89231
C -3.96828 -0.55509 -0.95205
C -2.99854 -2.97012 -1.12509
N -1.87377 -1.14239 0.34185
O -2.60057 -1.25687 1.48192
H -0.08527 -3.34265 -0.08375
H 0.96709 -3.00052 1.16644
H -0.82409 -3.37913 1.40358
H -0.14547 -0.69522 2.57618
H 1.32793 -0.68113 1.79419
H -0.06083 0.51679 1.45262
H 0.94244 0.05103 -0.82123
H 1.23699 -1.60665 -1.04829
H 0.11557 -0.71054 -2.96345
H -0.34078 -2.21704 -2.36648
H -2.15678 -1.19129 -3.06567
H -1.99297 0.22759 -2.05210
H -4.51040 -0.52301 -1.89712
H -3.64261 0.39255 -0.52305
H -4.61110 -0.85298 -0.12371
H -2.17004 -3.54978 -1.53211
H -3.75395 -3.01420 -1.90963
H -3.33742 -3.53342 -0.25562
H -2.47439 -0.40143 1.89893
N 3.15681 -4.63262 -0.70745
C 3.15813 -5.83716 -1.15724
N 4.22806 -6.46610 -0.81174
O 2.28363 -6.24704 -1.93110
H 3.95198 -4.28178 -0.19295
H 2.58100 -3.95856 -1.19138
H 4.42987 -7.40135 -1.13528
H 4.53840 -6.07244 0.06508
N -0.75665 -6.37553 2.44643
C -1.59508 -5.86591 3.21836
N -2.66013 -6.66205 3.14390
O -1.45567 -4.80242 3.73665
H -0.88800 -7.18553 1.85758
H 0.08511 -5.82899 2.33318
H -3.45967 -6.43081 3.71605
H -2.62570 -7.52524 2.62061

=====

No. 2
13
Properties=species:S:1:pos:R:3 method="wB97M-V/def2-TZVPD" multiplicity=3 homo_energy_ev="-13.85 / -15.47" largest_force_ev_per_a=5.348 relative_energy_kcal_mol=66.4 s2=2.0108 charge=+1 gap_ev="10.44 / 7.16" e_tot_ha=-302.72115
C 0.08603 0.02179 0.07012
C 0.92919 -0.57916 -1.03934
C -0.60354 -0.61021 -1.26835
N -0.02768 -0.40551 1.58898
N -0.17734 1.24531 0.51316
O 0.75470 -0.38532 2.50172
H 1.39787 0.10315 -1.73501
H 1.60590 -1.37928 -0.72921
H -1.23689 -1.42073 -0.97102
H -1.10208 0.21891 -1.72603
H -0.98172 -0.20467 1.76178
H 0.50882 1.92850 0.53615
H -1.15326 1.46720 0.49705

=====

No. 3
97
Properties=species:S:1:pos:R:3 method="wB97M-V/def2-TZVPD" multiplicity=1 homo_energy_ev=-7.85 largest_force_ev_per_a=5.268 gap_ev=8.28 smiles="CCOC[C@@]1(F)C[C@H](P(N)O)OC1=O.CCOC(C)=O.CCOC(C)=O.CCOC(C)=O.CCOC(C)=O.CCOC(C)=O" e_tot_ha=-2609.83992
C -1.25996 -0.89596 0.91198
C -1.57639 -2.38590 0.40742
O -1.07217 -2.71260 -0.90756
C 0.27047 -2.22475 -1.12103
C 1.02610 -2.92831 -2.37037
F 0.22974 -3.37027 -3.47363
C 2.11131 -1.78919 -2.76561
C 3.24626 -2.24460 -1.71824
P 4.82247 -1.19209 -1.54201
N 5.15034 -1.13322 0.18368
O 4.35116 0.40099 -1.96642
O 3.40063 -3.66214 -2.09755
C 2.03461 -4.15180 -2.08925
O 1.81114 -5.37111 -1.92421
H -1.94405 -0.61138 1.79321
H -0.17605 -0.84788 1.30598
H -1.33161 -0.10533 0.08667
H -2.72870 -2.46230 0.33239
H -1.26093 -3.10475 1.23746
H 0.17009 -1.11110 -1.41891
H 0.85351 -2.32440 -0.13418
H 2.50928 -2.17249 -3.77408
H 1.78070 -0.70116 -2.79527
H 2.93726 -2.37402 -0.60509
H 4.98444 -2.03159 0.65716
H 6.06752 -0.73507 0.40765
H 3.57812 0.67810 -1.40475
C 8.20979 -1.29290 -6.44571
C 7.54290 -1.24830 -5.08587
O 6.11425 -1.25337 -5.21199
C 5.37016 -2.36402 -5.34670
C 6.04996 -3.66583 -5.66186
O 4.16190 -2.29821 -5.28600
H 7.96292 -2.20911 -6.98613
H 9.29594 -1.23427 -6.34414
H 7.86814 -0.45973 -7.06509
H 7.87997 -2.04953 -4.42388
H 7.80201 -0.30961 -4.59014
H 6.03894 -3.82316 -6.74199
H 5.49652 -4.47074 -5.17421
H 7.07156 -3.73050 -5.29318
C -6.89114 2.48456 2.48335
C -5.51048 2.98632 2.84953
O -4.67540 1.90964 3.30265
C -3.97523 1.10027 2.48897
C -4.26963 1.11354 1.01651
O -3.16955 0.31960 2.95146
H -6.85432 1.76893 1.65896
H -7.53858 3.31449 2.19109
H -7.34470 1.96526 3.33181
H -5.03191 3.53799 2.03653
H -5.59291 3.68274 3.68760
H -4.98421 0.32024 0.78663
H -3.33961 0.92847 0.47672
H -4.64950 2.06532 0.65157
C -6.79184 6.18846 -1.21660
C -5.40929 6.68942 -0.85185
O -4.57114 5.61232 -0.40603
C -3.87171 4.80618 -1.22614
C -4.16883 4.82378 -2.69881
O -3.06630 4.02683 -0.76726
H -6.75768 5.47702 -2.04425
H -7.43962 7.01996 -1.50305
H -7.24334 5.66544 -0.36965
H -4.93385 7.24476 -1.66383
H -5.48954 7.38203 -0.01046
H -4.88293 4.03108 -2.92928
H -3.23914 4.64012 -3.24059
H -4.55055 5.77617 -3.06069
C 8.51861 1.77961 4.06081
C 7.76442 0.59130 4.62146
O 7.11414 -0.14710 3.57594
C 7.71044 -1.09679 2.83573
C 9.20585 -1.23280 2.88520
O 7.05112 -1.78316 2.08437
H 9.31301 1.46815 3.37935
H 8.96551 2.36687 4.86612
H 7.84545 2.42208 3.48771
H 8.39674 -0.06240 5.22709
H 6.97049 0.94961 5.28111
H 9.64434 -0.66290 2.06402
H 9.46044 -2.28787 2.76814
H 9.64689 -0.91454 3.82742
C -6.75833 -2.78069 4.37659
C -6.48946 -2.07635 3.06275
O -7.48491 -2.41548 2.08343
C -8.67680 -1.80253 1.96689
C -9.14472 -0.89597 3.06970
O -9.39011 -2.03900 1.01779
H -7.71498 -2.47834 4.80795
H -5.96924 -2.56159 5.09938
H -6.80821 -3.86196 4.22577
H -6.40270 -0.99232 3.17497
H -5.53387 -2.42204 2.66086
H -9.77898 -1.46163 3.75451
H -9.72616 -0.08510 2.62651
H -8.33630 -0.42439 3.62498

=====

No. 4
25
Properties=species:S:1:pos:R:3 method="wB97M-V/def2-TZVPD" multiplicity=1 homo_energy_ev="-15.53 / -15.39" largest_force_ev_per_a=17.946 relative_energy_kcal_mol=80.0 charge=+2 gap_ev="4.75 / 4.71" e_tot_ha=-2465.66271
O -1.85768 -2.47543 -0.01929
C -1.16016 -1.56175 -0.00548
Lu -0.10700 0.10273 0.10589
O 2.03006 -1.40113 1.88172
C 1.27230 -0.87920 1.14694
C 1.06432 1.60691 -0.07013
O 1.72861 2.59661 -0.11424
C -1.40840 1.03470 -1.34312
O -1.21359 2.06392 -1.78894
C 0.78415 -0.57363 -1.68505
O 1.23508 -0.93324 -2.67674
H -2.35043 0.40672 -1.49715
C -0.79672 -1.50932 4.06997
N 0.03169 -0.22574 4.03077
C 1.14998 0.09678 4.85747
C 1.58352 1.28789 4.51599
N 0.75096 1.78368 3.44260
C -0.20423 0.79894 3.15734
S -1.44670 0.93713 2.02892
H -1.81323 -1.24746 4.29939
H -0.72198 -1.99543 3.11129
H -0.37989 -2.14160 4.84726
H 1.46639 -0.57964 5.56936
H 2.33775 1.85972 4.85957
H 0.81670 2.66303 2.96357

=====

No. 5
12
Properties=species:S:1:pos:R:3 method="wB97M-V/def2-TZVPD" multiplicity=1 homo_energy_ev=-3.94 largest_force_ev_per_a=3.300 relative_energy_kcal_mol=51.1 charge=-1 gap_ev=7.99 smiles="C=CCN=[N+]([O-])[O-]" e_tot_ha=-377.20859
C 1.00936 -0.42023 -0.77052
C -0.05220 0.30292 -0.44884
C -0.86768 0.09194 0.76766
N -2.15883 -0.72751 0.35249
N -3.11396 0.00276 -0.05995
O -4.16724 -0.59806 -0.36683
O -3.04988 1.24883 -0.15340
H 1.55169 -0.27420 -1.69318
H 1.38115 -1.19945 -0.12193
H -0.42764 1.06284 -1.12169
H -0.37254 -0.53864 1.50606
H -1.20950 1.03439 1.19799

=====

No. 6
97
Properties=species:S:1:pos:R:3 method="wB97M-V/def2-TZVPD" multiplicity=1 homo_energy_ev=-8.97 largest_force_ev_per_a=4.218 relative_energy_kcal_mol=45.3 gap_ev=9.29 smiles="CN(C)C=O.CN(C)C=O.CN(C)C=O.CN(C)C=O.CN(C)C=O.CN(C)C=O.CN(C)C=O.C1CCOC1" e_tot_ha=-1971.90159
C -1.02483 5.40045 1.70861
N -0.16138 4.20858 1.52392
C -0.08731 3.61987 0.23808
C 0.78693 3.94635 2.50650
O 1.52445 3.00440 2.43195
H -0.82423 5.78715 2.68572
H -2.09130 5.15683 1.71583
H -0.77162 6.11971 0.94574
H -1.04313 3.41550 -0.20276
H 0.50746 4.23914 -0.38784
H 0.48741 2.70561 0.28048
H 0.60528 4.55441 3.43012
C 4.12039 2.53736 -0.19496
N 4.71744 2.44601 1.06951
C 4.34349 1.34817 1.96232
C 5.55902 3.39653 1.56616
O 6.03019 3.43268 2.64087
H 4.47475 1.80018 -0.90233
H 4.39019 3.49309 -0.60791
H 3.03313 2.61185 -0.16114
H 3.41295 1.59399 2.62229
H 4.17289 0.45949 1.38300
H 5.18854 1.21838 2.67916
H 5.55836 4.29329 0.88211
C 0.50081 -6.40795 2.05406
N -0.04755 -5.10558 2.31475
C 0.48269 -4.27487 3.47844
C -0.98123 -4.63829 1.39881
O -1.48518 -3.52363 1.40779
H 0.74187 -6.84930 3.01080
H 1.36166 -6.24241 1.41084
H -0.15308 -7.06113 1.55300
H 1.54903 -4.09073 3.28313
H -0.06240 -3.33142 3.54026
H 0.39882 -4.87123 4.32772
H -1.26276 -5.45210 0.77249
C -1.07209 2.15495 -6.16402
N -0.82576 1.91999 -4.73460
C -0.51389 0.53480 -4.28687
C -0.66458 2.91501 -3.86161
O -0.40673 2.86343 -2.66143
H -1.35587 3.24526 -6.34891
H -1.99851 1.64402 -6.41874
H -0.35829 1.77698 -6.87178
H 0.38389 0.20550 -4.71734
H -0.43042 0.58543 -3.21528
H -1.31309 -0.12503 -4.48131
H -0.86143 3.95161 -4.33689
C 1.93799 -4.65305 -1.13836
N 1.84016 -6.07936 -1.35504
C 0.65761 -6.57624 -1.98312
C 2.92014 -6.82013 -1.09223
O 3.04142 -8.01319 -1.32644
H 1.59155 -4.08383 -2.00428
H 2.92292 -4.33639 -0.86408
H 1.31124 -4.27868 -0.31534
H 0.75207 -6.44827 -3.05308
H 0.51722 -7.57569 -1.61646
H -0.20937 -5.99434 -1.70371
H 3.73603 -6.21672 -0.68776
C -0.78608 -0.00619 3.37237
N -1.95717 0.84735 3.48756
C -2.97809 0.63658 4.49137
C -2.11827 1.87182 2.65476
O -3.01560 2.73825 2.72244
H -1.12035 -1.01819 3.26849
H -0.19695 -0.02968 4.29488
H -0.20284 0.30298 2.50429
H -3.78514 1.42162 4.43655
H -3.50741 -0.32182 4.46825
H -2.56348 0.72043 5.47891
H -1.25569 1.96566 2.01341
C -3.82151 1.36197 -0.58810
N -4.01209 2.50820 -1.38854
C -4.34500 3.75626 -0.70020
C -3.71116 2.45779 -2.72626
O -3.81676 3.41687 -3.44285
H -3.76830 0.51528 -1.29701
H -4.64977 1.20305 0.11410
H -2.86863 1.46625 -0.03060
H -5.14902 3.49163 -0.03819
H -3.53685 4.03785 -0.03337
H -4.59553 4.62832 -1.32934
H -3.52778 1.34507 -3.06241
C -0.37578 -0.01879 -0.65600
C 1.13525 -0.02719 -0.43241
C 1.62527 -1.24939 -1.11159
O 0.59488 -1.66816 -2.06072
C -0.59653 -1.33911 -1.42984
H -0.60614 0.83754 -1.23498
H -1.00066 0.10049 0.19169
H 1.26268 0.06868 0.66806
H 1.54302 0.95166 -0.73637
H 1.84880 -2.01873 -0.44782
H 2.55435 -1.10471 -1.71678
H -0.86208 -2.09049 -0.64344
H -1.38751 -1.29557 -2.18913